C34H43BrNO12PS2 | ωB97M-V with the def2-TZVPD basis set

XYZ file:
```
94
Properties=species:S:1:pos:R:3
C -4.79 -2.69 -1.42
C -3.95 -1.41 -1.97
O -3.99 -0.27 -1.01
C -2.82 -0.49 -0.19
C -2.89 -1.29 1.14
C -1.63 -1.57 2.00
C -0.25 -1.03 1.52
C -0.22 -0.21 0.17
C -1.45 0.09 -0.71
P -1.33 1.11 -2.33
O -0.19 2.38 -2.12
Br -0.50 -0.19 -4.01
S 1.50 0.35 -0.33
C 2.50 -1.17 0.10
C 3.60 -1.71 -0.84
C 3.87 -0.92 -2.20
C 5.21 -1.32 -2.98
O 4.81 -1.62 -4.37
C 4.80 -0.44 -5.16
C 6.22 0.08 -5.74
O 3.74 0.19 -5.43
C 4.33 -3.01 -0.39
C 3.92 -3.71 0.95
S 4.79 -5.30 1.41
C 2.81 -3.15 1.89
C 2.08 -1.85 1.46
N 1.01 -1.26 2.30
H -4.44 -3.61 -2.03
H -5.88 -2.47 -1.62
H -4.53 -2.93 -0.33
H -2.86 -1.80 -2.07
H -4.27 -1.10 -3.02
H -3.90 -1.70 1.50
H -1.63 -2.17 2.97
H 0.45 2.41 -2.88
H 2.97 -1.15 -2.89
H 3.78 0.20 -1.97
H 5.86 -0.36 -3.03
H 5.78 -2.20 -2.54
H 6.74 -0.75 -6.33
H 6.86 0.46 -4.88
H 6.01 0.92 -6.49
H 5.13 -3.50 -1.03
H 3.97 -6.30 0.85
H 2.48 -3.64 2.86
H 1.34 -0.29 2.50
O 3.46 7.44 0.51
C 2.77 6.72 -0.15
O 2.72 5.36 -0.01
C 1.88 4.81 -1.03
C 0.98 5.94 -1.47
C 1.87 7.15 -1.28
H 2.51 4.44 -1.84
H 1.31 3.97 -0.62
H 0.61 5.82 -2.49
H 0.12 6.01 -0.80
H 2.49 7.35 -2.17
H 1.30 8.04 -1.01
O 3.61 -4.81 5.88
C 4.40 -3.92 5.72
O 5.71 -4.11 5.39
C 6.39 -2.85 5.38
C 5.30 -1.82 5.18
C 4.12 -2.45 5.88
H 6.91 -2.72 6.34
H 7.12 -2.83 4.57
H 5.56 -0.83 5.57
H 5.08 -1.71 4.12
H 4.09 -2.21 6.95
H 3.18 -2.18 5.40
O -2.88 2.81 -0.01
C -2.35 3.32 0.95
O -1.41 4.30 0.86
C -0.92 4.59 2.18
C -2.00 4.13 3.12
C -2.59 2.95 2.38
H 0.02 4.06 2.33
H -0.73 5.67 2.26
H -1.63 3.88 4.12
H -2.76 4.91 3.23
H -2.06 2.02 2.61
H -3.66 2.84 2.59
O -7.91 -3.86 -2.79
C -8.68 -3.12 -2.24
O -8.81 -3.02 -0.89
C -9.88 -2.13 -0.57
C -10.06 -1.27 -1.80
C -9.67 -2.21 -2.92
H -10.77 -2.73 -0.35
H -9.63 -1.54 0.31
H -11.07 -0.86 -1.90
H -9.36 -0.43 -1.76
H -10.52 -2.80 -3.27
H -9.20 -1.68 -3.75
```

**HOMO-LUMO gap**: 7.9326 eV
**LUMO**: -0.41 eV
**SMILES string**: CCOc1ccc2c(c1P(O)Br)Sc1c(CCOC(C)=O)cc(S)cc1N2.O=C1CCCO1.O=C1CCCO1.O=C1CCCO1.O=C1CCCO1

Atom charges from the Löwdin analysis, given in e for atoms 1 to 4:
1 C -0.0609
2 C -0.2265
3 O -0.1424
4 C -0.2152


C3H13NO3 | ωB97M-V with the def2-TZVPD basis set

XYZ file:
```
20
Properties=species:S:1:pos:R:3
C 0.94 -0.68 0.63
C 0.28 -1.12 -0.71
C -0.82 -0.04 -0.91
O -1.80 0.06 0.16
N 1.87 -1.69 1.22
H 0.17 -0.57 1.39
H 1.44 0.30 0.56
H -0.12 -2.10 -0.42
H 1.03 -1.25 -1.49
H -1.42 -0.48 -1.72
H -0.42 0.94 -1.16
H -1.68 0.98 0.44
H 1.33 -2.32 1.80
H 2.51 -1.18 1.82
H 3.39 -2.46 -0.50
H 4.68 -1.80 -1.02
O 3.93 -2.36 -1.30
H -3.60 5.56 0.67
H -5.00 4.97 1.26
O -4.41 5.06 0.52
```

**HOMO-LUMO gap**: 10.0402 eV
**ΔE to the lowest compared entry with this formula, charge and spin**: 29.9 kcal/mol
**LUMO**: 0.63 eV
**SMILES string**: NCCCO.O.O

Atom charges from the Löwdin analysis, given in e for atoms 1 to 4:
1 C -0.2846
2 C -0.1544
3 C -0.2536
4 O -0.0883


C5H8NO2S3 | ωB97M-V with the def2-TZVPD basis set

XYZ file:
```
19
Properties=species:S:1:pos:R:3
C -2.48 -0.40 1.55
C 0.43 0.49 -0.86
C 0.82 -0.78 -0.33
C 1.45 -1.01 0.88
C -0.42 1.87 -2.58
N 1.88 -2.15 1.27
O 0.56 1.58 -0.13
O 0.09 0.61 -2.07
S -2.56 0.13 0.10
S -3.37 -1.26 2.81
S -1.68 -0.04 3.14
H 0.54 -1.66 -0.85
H 1.38 -0.19 1.62
H -1.14 1.59 -3.32
H 0.36 2.43 -3.08
H -0.92 2.41 -1.71
H 2.10 -2.73 0.51
H 2.26 -2.34 2.27
H 0.69 1.47 0.79
```

**HOMO-LUMO gap**: 8.0746 eV
**ΔE to the lowest compared entry with this formula, charge and spin**: 20.5 kcal/mol
**LUMO**: -3.95 eV
**Charge**: +1

Atom charges from the Löwdin analysis, given in e for atoms 1 to 4:
1 C -1.5928
2 C -0.4488
3 C -0.0030
4 C -0.1651


C2H3NOS2 | ωB97M-V with the def2-TZVPD basis set

XYZ file:
```
9
Properties=species:S:1:pos:R:3
C -0.34 -0.90 0.26
C -1.18 0.16 0.12
H 2.63 -0.03 -0.38
H -0.63 -2.05 0.43
H 0.47 1.98 0.32
N 0.92 -1.02 -0.03
O 1.60 0.22 -0.44
S -0.72 1.89 -0.02
S -2.74 -0.26 -0.27
```

**HOMO-LUMO gap**: 7.7436 eV
**ΔE to the lowest compared entry with this formula, charge and spin**: 88.4 kcal/mol
**LUMO**: -1.43 eV
**SMILES string**: O/N=C\C(=S)S

Atom charges from the Löwdin analysis, given in e for atoms 1 to 4:
1 C -0.3700
2 C -1.1081
3 H 0.1589
4 H 0.1674


- The highest HOMO-LUMO gap belongs to which entry?
  C3H13NO3